DFT (ωB97M-V/def2-TZVPD) results for a structure of composition C46H56As3F5NO4RbSSb2 at a distorted geometry.

## Properties
frontier orbital gap = 0.2021 Ha
E = -10251.41171 a.u.
energy relative to the best compared isomer or geometry (same formula, charge and spin) = 49.7 kJ/mol
net charge = -2
HOMO = -1.79 eV
F_max = 1.1 eV/Å

```
119
C46H56As3F5NO4RbSSb2 (ωB97M-V/def2-TZVPD)
Rb 0.434 0.379 -0.413
C 1.614 3.765 2.417
C 0.127 3.802 2.794
C -0.770 3.516 1.578
Sb -2.487 2.173 1.762
C -2.390 2.071 4.041
C -2.507 0.788 4.579
C -2.529 0.563 5.955
C -2.406 1.631 6.833
C -2.273 2.921 6.325
C -2.277 3.131 4.951
C -3.948 3.782 1.981
C -4.044 4.752 0.980
C -4.951 5.804 1.072
C -5.800 5.898 2.168
C -5.740 4.926 3.159
C -4.826 3.880 3.064
Sb 2.254 1.701 2.220
C 4.327 2.250 2.416
C 5.172 1.581 3.301
C 6.499 1.970 3.455
C 7.003 3.034 2.717
C 6.176 3.694 1.816
C 4.851 3.301 1.664
C 2.030 1.446 4.381
C 2.667 2.232 5.346
C 2.463 2.012 6.702
C 1.613 0.994 7.125
C 0.957 0.213 6.185
C 1.161 0.447 4.827
H 2.249 4.209 3.186
H 1.794 4.284 1.472
H -0.131 4.778 3.217
H -0.050 3.084 3.596
H -0.163 3.064 0.783
H -1.164 4.442 1.155
H -2.595 -0.061 3.905
H -2.637 -0.446 6.341
H -2.405 1.462 7.904
H -2.169 3.761 7.005
H -2.195 4.149 4.577
H -3.398 4.672 0.114
H -5.000 6.548 0.284
H -6.504 6.718 2.247
H -6.407 4.983 4.013
H -4.797 3.134 3.849
H 4.790 0.752 3.887
H 7.140 1.441 4.152
H 8.035 3.343 2.840
H 6.567 4.516 1.227
H 4.220 3.806 0.941
H 3.345 3.022 5.034
H 2.962 2.638 7.434
H 1.454 0.820 8.183
H 0.276 -0.569 6.503
H 0.615 -0.144 4.100
F -5.486 -4.038 2.629
C -4.562 -3.862 1.671
C -3.586 -2.896 1.796
F -3.560 -2.135 2.902
C -2.645 -2.727 0.799
F -1.710 -1.789 0.985
C -2.591 -3.502 -0.367
S -1.378 -3.297 -1.571
C -3.606 -4.470 -0.441
F -3.673 -5.286 -1.503
C -4.562 -4.648 0.538
F -5.505 -5.600 0.404
C 2.917 -2.207 2.681
As 1.209 -2.306 1.695
C 0.118 -2.970 3.205
C 1.375 -4.147 0.966
C 2.351 -4.560 -0.157
C 3.808 -4.301 0.253
C 2.039 -3.876 -1.495
As 2.334 -1.923 -1.620
C 4.180 -1.952 -2.290
C 1.488 -1.794 -3.388
C 2.137 -6.066 -0.408
As 2.318 -7.286 1.131
C 0.433 -7.383 1.678
C 2.256 -8.919 0.032
H 3.662 -1.695 2.067
H 3.284 -3.199 2.952
H 2.765 -1.621 3.588
H 0.752 -3.459 3.947
H -0.609 -3.685 2.821
H -0.431 -2.155 3.679
H 0.356 -4.383 0.640
H 1.593 -4.757 1.847
H 3.985 -3.236 0.402
H 4.488 -4.649 -0.531
H 4.059 -4.821 1.180
H 0.980 -4.016 -1.723
H 2.617 -4.360 -2.290
H 4.351 -2.839 -2.902
H 4.890 -1.928 -1.464
H 4.322 -1.052 -2.887
H 1.936 -2.511 -4.078
H 1.621 -0.784 -3.771
H 0.423 -2.007 -3.290
H 2.857 -6.417 -1.155
H 1.137 -6.223 -0.825
H 0.204 -6.619 2.419
H 0.246 -8.363 2.119
H -0.224 -7.245 0.816
H 3.179 -9.019 -0.540
H 1.413 -8.873 -0.661
H 2.146 -9.798 0.668
O 2.626 0.912 -2.071
N 2.942 1.266 -0.906
O 2.523 2.383 -0.456
O 3.630 0.520 -0.173
C -1.881 3.577 -1.855
C -2.192 2.504 -0.798
O -1.764 1.385 -1.095
H -2.635 3.494 -2.648
H -0.896 3.393 -2.296
H -1.923 4.590 -1.445
```

Löwdin atomic charge list, values in e, 4 entries: Rb 0.633; C -0.358; C -0.368; C -0.367